Density functional theory data (ωB97M-V/def2-TZVPD) for a 2-piece molecular cluster, C3H8N3O overall at a distorted geometry.

Properties
Gap between HOMO and LUMO, eV: 11.526
Net charge: +1

```
15
Properties=species:S:1:pos:R:3:forces:R:3
C -3.14648 1.34330 -3.44354 0.30 -0.03 0.36
C -0.07685 -0.10745 -0.22786 -0.67 -1.42 3.03
C 0.46634 -0.46607 2.20021 -3.28 -0.14 -3.13
N -2.10754 1.03801 -3.06630 -0.50 0.00 -0.27
N 0.78261 -0.15655 0.77844 0.91 1.14 0.51
N 0.18445 0.51359 -1.30077 1.24 0.68 -2.09
O 2.02234 0.52538 0.52001 -1.94 -1.74 -1.82
H -4.13811 1.64832 -3.72447 0.21 -0.07 -0.10
H -1.02278 -0.65902 -0.00758 0.78 0.63 -0.63
H 1.28262 -0.91242 2.58174 2.82 -1.30 1.64
H 0.05794 0.36282 2.75423 0.17 0.43 0.08
H -0.31063 -1.25394 2.08271 0.36 0.50 0.51
H 2.27026 0.91755 1.32334 0.56 1.05 2.00
H 1.12881 0.93413 -1.35193 -0.94 -0.19 -0.28
H -0.40061 0.39746 -2.13187 -0.02 0.47 0.19
```
Forces are in eV/Å.


Density functional theory data (ωB97M-V/def2-TZVPD) for an isolated ion of composition C3H8N3O and charge +1 at a distorted geometry.

Properties
SMILES string: N/[NH+]=C\C=C(\N)O
Gap between HOMO and LUMO, eV: 9.260
Net charge: +1

```
15
Properties=species:S:1:pos:R:3:forces:R:3
C 0.33696 -1.10077 0.11608 -2.63 1.54 1.38
C -1.04402 -1.05619 0.42318 1.47 -2.10 0.18
C 1.15623 -0.00045 0.24730 0.38 0.72 -0.96
N -1.43531 1.07388 -0.43938 -3.27 3.65 -1.19
N 2.37410 -0.05133 -0.25859 1.84 -3.71 -2.73
N -1.88738 -0.11875 0.15926 -0.02 0.96 -0.74
O 0.72483 1.12345 0.77939 0.18 -0.56 0.76
H 0.65445 -2.07171 -0.03464 1.29 -1.56 -0.09
H -1.48088 -1.99590 0.86518 0.20 1.07 -0.78
H -1.57255 1.21890 -1.49165 0.21 -1.85 1.36
H 3.18461 0.52051 -0.29929 -0.03 1.31 0.86
H -2.13963 1.89860 -0.19339 1.92 -2.31 0.33
H 2.62098 -0.91812 -0.86753 -1.01 1.97 1.68
H -2.84157 -0.36514 0.31787 -0.85 0.58 -0.04
H 1.34919 1.84301 0.67620 0.32 0.28 -0.03
```
Forces are in eV/Å.


Density functional theory data (ωB97M-V/def2-TZVPD) for an isolated ion of composition C3H8N3O and charge +1 at a distorted geometry.

Properties
Gap between HOMO and LUMO (alpha / beta), eV: 8.087 / 8.066
Net charge: +1

```
15
Properties=species:S:1:pos:R:3:forces:R:3
C 2.29671 -0.69308 0.37811 -2.10 1.45 -0.95
C 1.28832 1.47198 -0.07654 1.32 -5.29 -0.01
C -2.08195 -0.03701 0.41022 0.59 -3.72 -1.37
N 2.42984 0.54947 0.34776 1.11 2.24 0.23
N 1.07317 -1.25121 0.05312 -1.24 1.04 0.82
N 0.11127 0.50448 -0.24912 0.91 -1.77 0.13
O -0.85797 0.56677 0.67068 2.22 1.99 -0.03
H 3.07692 -1.36669 0.66572 0.56 -0.40 0.20
H 1.22590 2.07148 0.83560 -0.72 0.82 -1.02
H 1.45734 1.62878 -1.16526 0.37 1.62 1.19
H -2.75470 0.24483 1.15986 -0.76 0.71 1.14
H -1.84147 -1.16129 0.56895 -0.98 1.51 -0.74
H -2.46706 0.23156 -0.57888 0.07 -0.26 0.11
H 1.15341 -1.95345 -0.67647 -0.43 0.09 -0.73
H -0.10117 0.39920 -1.26629 -0.90 -0.04 1.02
```
Forces are in eV/Å.


Density functional theory data (ωB97M-V/def2-TZVPD) for a 2-piece molecular cluster, C3H8N3O2 overall at a distorted geometry.

Properties
Gap between HOMO and LUMO (alpha / beta), eV: 6.582 / 6.584
Net charge: +1

```
16
Properties=species:S:1:pos:R:3:forces:R:3
C 0.86927 2.57870 0.14384 3.14 -0.42 3.03
C 0.61215 1.43001 -0.47930 0.18 1.90 1.39
C 1.21421 0.19417 -0.10952 -4.16 0.78 -3.45
N -1.52814 -0.58197 1.35386 -1.15 -0.53 -2.39
N 0.74071 -0.87349 -0.67384 1.07 0.85 2.59
N -2.01775 -1.08703 0.31010 -0.13 0.70 1.15
O -0.36096 -0.99089 -1.22829 -0.03 -1.24 -1.74
O 1.48121 -1.97873 -0.25982 -0.96 -0.69 -0.99
H 0.57405 3.55333 -0.09522 -1.15 0.94 -0.87
H 1.60609 2.69038 1.05442 -1.32 -0.80 -1.81
H -0.12681 1.54607 -1.21714 -0.64 -0.76 -1.22
H 2.01562 0.04694 0.43571 3.96 -0.26 2.60
H -1.70871 -1.24797 2.10199 0.26 -0.27 0.46
H 1.20416 -2.62683 -0.92274 0.28 -0.58 -0.01
H -2.50253 -1.95994 0.20333 -0.14 -1.32 1.12
H -2.07257 -0.69277 -0.61739 0.78 1.70 0.13
```
Forces are in eV/Å.